C4H3Cl3O as an isolated structure. Source: the Open Molecules 2025 dataset; level of theory: the ωB97M-V functional and the def2-TZVPD basis.

Max |F|   0.0937 hartree/bohr
HOMO-LUMO gap   9.9 eV
Energy above the lowest of the compared OMol25 structures with the same formula, charge and spin   11.00 kcal per mole
HOMO energy   -9.326 eV
Charge   0

Element x y z (Å)
1 Cl -2.0117 -0.6293 -0.7812
2 Cl -0.9710 -3.3588 0.0576
3 Cl 1.4810 -2.2649 1.2296
4 O 0.9976 0.7435 1.4682
5 C 0.2185 1.7167 -0.6109
6 C -0.5822 -0.8363 0.1223
7 C -0.0338 -1.9691 0.5070
8 C 0.3725 0.7840 0.4956
9 H -0.7659 1.8291 -0.6557
10 H 0.8025 1.3064 -1.4523
11 H 0.4924 2.6786 -0.3803

Cartesian forces, eV/Å:
Cl -0.1 -0.1 0.1
Cl 0.4 -0.9 0.3
Cl -0.1 0.2 0.1
O 1.0 0.6 1.7
C 3.1 -1.5 0.0
C 2.4 4.1 0.8
C -1.2 -0.7 -0.9
C -1.7 -4.0 -1.2
H -4.5 -0.1 -1.7
H -0.9 0.3 0.0
H 1.6 2.2 0.8

Löwdin atomic charge list, values in e, 4 entries:
1. Cl 0.663
2. Cl 0.597
3. Cl 0.684
4. O 0.125